Molecular formula: CH5Cl3Si2
Method: DFT, ωB97M-V with the def2-TZVPD basis set

relative energy (zero: lowest compared OMol25 entry of this formula, charge and spin)	2.283	eV
LUMO level	-0.5	eV
M	179.58	Da

Geometry (Å):
C  -2.687  0.410  -1.197
Si  2.942  -0.140  1.124
Si  -2.141  0.075  0.612
Cl  4.387  -0.041  -0.303
Cl  1.307  0.837  0.444
Cl  -1.509  -1.933  0.399
H  -3.812  0.399  -1.360
H  -2.212  1.300  -1.586
H  -2.366  -0.542  -1.818
H  3.538  0.987  1.931
H  2.552  -1.352  1.753

=====

Molecular formula: C25H24Ge2N4O2S2Ti
Method: DFT, ωB97M-V with the def2-TZVPD basis set

relative energy (zero: lowest compared OMol25 entry of this formula, charge and spin)	0.943	eV
LUMO level (alpha / beta)	1.7 / 1.6	eV
2S+1	2
<S²>	0.763
M	669.71	Da
charge	-1

Geometry (Å):
Ti  0.479  0.091  -0.178
O  1.338  -0.369  -1.774
N  2.360  -1.136  -1.803
N  2.624  -1.495  -0.593
O  1.843  -1.069  0.383
C  3.698  -2.343  -0.253
C  4.548  -2.827  -1.246
C  5.597  -3.651  -0.885
C  5.801  -3.998  0.444
C  4.938  -3.516  1.419
C  3.882  -2.688  1.083
H  4.380  -2.554  -2.277
H  6.260  -4.027  -1.652
H  6.626  -4.643  0.717
H  5.080  -3.787  2.457
H  3.194  -2.322  1.834
S  -1.865  -0.297  -0.418
C  -1.830  1.410  -0.801
S  -0.378  2.326  -0.477
C  -2.945  2.030  -1.326
C  -4.141  1.313  -1.585
N  -5.121  0.747  -1.802
C  -2.950  3.414  -1.636
N  -2.973  4.537  -1.895
C  1.041  3.891  2.740
Ge  1.558  2.035  3.210
C  2.189  2.120  5.090
C  3.160  1.681  2.098
Ge  -0.088  0.408  2.397
C  -1.803  0.686  3.336
C  -2.824  -0.259  3.241
C  -4.032  -0.083  3.896
C  -4.251  1.055  4.657
C  -3.252  2.011  4.758
C  -2.044  1.824  4.102
C  0.538  -1.343  3.162
C  0.089  -2.527  2.575
C  0.577  -3.768  2.953
C  1.555  -3.861  3.936
C  2.016  -2.700  4.539
C  1.505  -1.465  4.158
H  1.559  4.601  3.387
H  -0.031  4.062  2.827
H  1.318  4.100  1.707
H  2.862  2.972  5.200
H  2.727  1.220  5.386
H  1.352  2.254  5.775
H  3.922  2.449  2.249
H  2.885  1.702  1.038
H  3.595  0.702  2.310
H  -2.675  -1.152  2.643
H  -4.808  -0.833  3.805
H  -5.198  1.199  5.164
H  -3.414  2.906  5.347
H  -1.274  2.581  4.196
H  -0.659  -2.483  1.786
H  0.204  -4.664  2.472
H  1.950  -4.826  4.227
H  2.774  -2.754  5.313
H  1.872  -0.575  4.658

=====

Molecular formula: C35H43AsFN3O9SSb2W
Method: DFT, ωB97M-V with the def2-TZVPD basis set

relative energy (zero: lowest compared OMol25 entry of this formula, charge and spin)	5.451	eV
LUMO level	-6.2	eV
M	1203.09	Da
charge	+2

Geometry (Å):
W  -1.087  -1.175  -1.319
O  -1.519  -0.716  -3.112
As  1.149  -0.688  -2.706
O  1.998  0.822  -1.947
O  -0.675  1.584  0.104
C  2.433  -1.960  -1.918
C  3.787  -1.626  -1.867
C  4.721  -2.540  -1.402
C  4.334  -3.809  -0.981
C  3.001  -4.174  -1.036
C  2.081  -3.243  -1.504
S  0.393  -3.670  -1.588
O  -0.188  -2.811  -2.676
O  0.239  -5.076  -1.733
O  -0.293  -3.074  -0.393
H  -2.354  -0.247  -3.259
H  4.110  -0.649  -2.205
H  5.770  -2.271  -1.385
H  5.073  -4.518  -0.634
H  2.674  -5.163  -0.744
C  -2.238  -3.282  2.287
Sb  -2.455  -1.480  1.197
C  -1.844  -0.022  2.605
C  -4.577  -1.163  1.253
C  -5.364  -2.431  1.097
C  -5.765  -3.124  2.238
C  -6.484  -4.304  2.152
C  -6.823  -4.809  0.905
C  -6.435  -4.127  -0.235
C  -5.703  -2.942  -0.162
C  -5.269  -2.278  -1.432
Sb  -3.262  -2.859  -1.957
C  -3.216  -4.875  -1.308
C  -3.383  -3.038  -4.060
H  -2.521  -3.111  3.324
H  -1.204  -3.614  2.224
H  -2.887  -4.041  1.854
H  -2.437  -0.156  3.508
H  -2.008  0.966  2.185
H  -0.786  -0.150  2.821
H  -4.794  -0.420  0.488
H  -4.775  -0.707  2.223
H  -5.520  -2.718  3.213
H  -6.790  -4.820  3.053
H  -7.396  -5.723  0.822
H  -6.714  -4.514  -1.209
H  -5.293  -1.189  -1.393
H  -5.888  -2.601  -2.269
H  -4.002  -5.427  -1.819
H  -3.383  -4.923  -0.234
H  -2.243  -5.303  -1.541
H  -4.034  -3.878  -4.298
H  -2.385  -3.207  -4.456
H  -3.788  -2.124  -4.490
F  4.351  0.426  1.747
C  3.452  1.105  1.004
C  2.528  0.457  0.318
C  1.575  1.118  -0.653
C  0.171  0.501  -0.356
O  0.140  -0.597  0.336
C  -1.116  2.099  -1.090
C  -0.383  2.962  -1.780
N  0.856  3.419  -1.280
C  1.180  4.813  -1.545
C  0.082  5.786  -1.819
C  0.840  5.871  -0.529
C  1.666  2.647  -0.566
C  2.719  3.260  0.149
C  3.608  2.554  0.931
N  4.610  3.185  1.618
C  5.380  2.586  2.715
C  5.967  3.700  3.588
N  4.983  4.834  3.651
C  4.853  5.522  2.306
C  5.118  4.487  1.213
C  -2.358  1.440  -1.611
O  -3.018  1.922  -2.503
O  -2.578  0.283  -1.027
H  2.477  -0.620  0.376
H  -0.729  3.357  -2.723
H  2.099  4.916  -2.109
H  -0.941  5.443  -1.767
H  0.274  6.522  -2.586
H  0.316  5.543  0.359
H  1.545  6.680  -0.388
H  2.766  4.336  0.135
H  6.200  1.961  2.356
H  4.728  1.963  3.320
H  6.893  4.115  3.196
H  6.149  3.342  4.598
H  5.254  5.509  4.367
H  4.072  4.465  3.930
H  5.581  6.330  2.279
H  3.851  5.941  2.258
H  6.191  4.399  1.021
H  4.668  4.812  0.282

=====

Molecular formula: C32H29F4N5PS4Tc
Method: DFT, ωB97M-V with the def2-TZVPD basis set

relative energy (zero: lowest compared OMol25 entry of this formula, charge and spin)	0.000	eV
LUMO level (alpha / beta)	0.6 / -0.2	eV
2S+1	2
<S²>	1.080
M	816.85	Da
charge	-1

Geometry (Å):
Tc  -0.460  -1.743  0.745
C  0.981  -0.251  -1.296
N  1.176  -1.547  -0.597
C  1.362  -2.604  -1.608
C  2.386  -1.488  0.261
C  2.164  -0.523  1.403
N  0.831  -0.784  1.933
C  0.439  -0.186  3.109
C  -0.868  -0.402  3.530
F  -1.649  -1.143  2.698
C  -1.413  0.113  4.679
F  -2.684  -0.155  4.973
C  -0.646  0.902  5.510
C  0.656  1.142  5.121
F  1.436  1.907  5.890
C  1.200  0.626  3.962
F  2.468  0.943  3.676
H  1.864  -0.014  -1.896
H  0.816  0.544  -0.564
H  0.107  -0.341  -1.941
H  2.272  -2.394  -2.178
H  0.504  -2.612  -2.275
H  1.455  -3.571  -1.117
H  3.246  -1.190  -0.349
H  2.555  -2.496  0.641
H  2.236  0.518  1.079
H  2.939  -0.697  2.150
H  -1.048  1.324  6.419
S  -3.203  -3.421  1.592
C  -2.299  -4.383  2.597
C  -2.982  -5.175  3.598
N  -3.551  -5.792  4.383
C  -0.904  -4.541  2.533
S  0.128  -3.823  1.384
C  -0.249  -5.486  3.389
N  0.303  -6.250  4.051
C  -2.662  0.188  -0.059
C  -2.528  -0.887  -1.090
C  -3.186  -1.055  -2.276
C  -2.809  -2.340  -2.770
C  -1.937  -2.896  -1.870
C  -1.380  -4.285  -1.898
N  -1.737  -1.997  -0.835
H  -3.173  1.055  -0.476
H  -1.706  0.579  0.324
H  -3.240  -0.160  0.802
H  -3.885  -0.359  -2.715
H  -3.170  -2.823  -3.666
H  -0.808  -4.479  -2.810
H  -2.185  -5.021  -1.853
H  -0.729  -4.480  -1.048
S  1.193  5.602  0.649
P  0.700  3.833  -0.048
S  0.072  2.401  1.216
C  -0.491  3.993  -1.435
C  -0.798  5.238  -1.969
C  -1.677  5.345  -3.041
C  -2.249  4.208  -3.593
C  -1.945  2.958  -3.065
C  -1.076  2.859  -1.990
C  2.161  3.116  -0.915
C  2.259  2.985  -2.296
C  3.380  2.395  -2.876
C  4.417  1.935  -2.081
C  4.338  2.084  -0.698
C  3.223  2.672  -0.125
H  -0.345  6.117  -1.526
H  -1.916  6.322  -3.445
H  -2.933  4.293  -4.428
H  -2.388  2.061  -3.481
H  -0.852  1.890  -1.566
H  1.457  3.337  -2.932
H  3.436  2.298  -3.954
H  5.290  1.477  -2.531
H  5.153  1.745  -0.067
H  3.158  2.791  0.951

=====

Number 1 is which compound?
CH5Cl3Si2

=====

M of number 1 (CH5Cl3Si2)?
179.58 Da

=====

The highest M belongs to which entry?
C35H43AsFN3O9SSb2W

=====

What did the first record say?
Molecular formula: CH5Cl3Si2
Method: DFT, ωB97M-V with the def2-TZVPD basis set

relative energy (zero: lowest compared OMol25 entry of this formula, charge and spin)	2.283	eV
LUMO level	-0.5	eV
M	179.58	Da

Geometry (Å):
C  -2.687  0.410  -1.197
Si  2.942  -0.140  1.124
Si  -2.141  0.075  0.612
Cl  4.387  -0.041  -0.303
Cl  1.307  0.837  0.444
Cl  -1.509  -1.933  0.399
H  -3.812  0.399  -1.360
H  -2.212  1.300  -1.586
H  -2.366  -0.542  -1.818
H  3.538  0.987  1.931
H  2.552  -1.352  1.753